No. 1
Density functional theory data (wB97M-V/def2-TZVPD) for a cluster of 2 separate species, C5H8N2O2S in total.

Structure (XYZ):
```
18
Properties=species:S:1:pos:R:3
N 0.45625 0.01432 -0.59020
O -1.71383 -1.73280 -1.00295
S -0.28788 0.93030 1.63475
O -3.27290 -0.38348 0.03537
H 2.23053 0.78887 1.85254
C -0.57236 0.72988 -0.13825
C 1.35735 -0.52527 0.18790
H -1.01561 1.65180 -1.90717
H -2.19665 1.86220 -0.72594
N 2.06145 -1.74373 -0.02137
H 2.27333 -2.22318 0.83122
H -0.78893 2.96752 -0.35294
H 1.43810 -0.79185 2.26928
H 1.73706 -2.36246 -0.79366
H 0.42072 -0.18683 -1.51866
C -1.05345 1.95422 -0.83344
C 1.39418 0.04907 1.58135
C -2.46737 -0.99856 -0.50783
```

E_HOMO (spin up / spin down) (eV): -5.99 / -5.96
LUMO (spin up / spin down) (eV): 0.531 / 0.536
Largest force on an atom (eV/A): 3.4
Orbital gap (spin up / spin down) (eV): 6.520 / 6.492
Energy (Ha): -853.4199
Charge: 0

No. 2
Density functional theory data (wB97M-V/def2-TZVPD) for the molecule C5H8N2O2S.

Structure (XYZ):
```
18
Properties=species:S:1:pos:R:3
H 2.24580 -1.04609 -1.65522
H -0.63650 1.10179 3.02641
H 1.25420 1.49352 -1.54353
C 1.36095 0.75783 -0.86712
H -0.50386 -1.94637 -1.22273
H 0.79642 -0.33065 -2.45194
O 2.98577 -0.11593 0.36938
N 2.58220 0.94042 -0.00226
C -1.32654 1.35788 2.12467
H -1.55353 0.43457 1.62477
N -0.31423 -0.47919 0.30482
H -1.94366 2.09686 2.43450
C 0.24695 0.65491 0.18604
O 3.09980 2.05329 0.16619
S -0.16112 2.06217 0.98150
C 1.25393 -0.57150 -1.51090
C 0.25406 -1.35545 -0.64712
H 0.83480 -2.18279 0.02358
```

E_HOMO (eV): -8.91
SMILES: CSC1=NCC[C@@H]1[N+](=O)[O-]
LUMO (eV): 0.164
Largest force on an atom (eV/A): 5.2
Orbital gap (eV): 9.078
Energy (Ha): -853.3537
Charge: 0

No. 3
Density functional theory data (wB97M-V/def2-TZVPD) for a cluster of 2 separate species, C5H8N2O2S in total.

Structure (XYZ):
```
18
Properties=species:S:1:pos:R:3
C -2.00683 0.45618 -0.41707
H -0.20102 -0.96129 -1.81041
C -1.79277 1.77150 -0.38097
C 3.50668 -0.26140 -0.33091
H -2.50968 2.51810 -0.66845
H 0.27377 -2.00539 -0.46421
C 0.37825 0.47214 0.31642
N 0.71994 0.12692 1.64867
H -1.39804 -2.07024 -1.08706
H -1.15685 -0.80756 0.94981
C -0.54309 -1.42466 -0.88785
O 3.26694 -0.09678 -1.43575
H -2.91690 -0.04602 -0.69363
O 3.76845 -0.44638 0.76832
N -0.90344 -0.35747 0.05467
S -0.26076 2.28214 0.18192
H 1.67016 0.38885 1.86492
H 0.10518 0.46137 2.39157
```

E_HOMO (eV): -6.81
LUMO (eV): 0.749
Largest force on an atom (eV/A): 1.9
Orbital gap (eV): 7.562
Energy (Ha): -853.4213
Charge: 0